(1)
68
Properties=species:S:1:pos:R:3 method="wB97M-V/def2-TZVPD" orbital_gap_ev=4.31 total_charge=-1 e_homo_ev=-2.26 spin_multiplicity=1
C -2.057 -0.016 -0.945
C -2.036 -0.049 -2.526
O -1.853 1.139 -3.261
H -2.576 0.817 -0.471
H -1.020 -0.019 -0.610
H -2.502 -0.953 -0.609
H -2.949 -0.581 -2.795
H -1.293 -0.826 -2.705
C -1.288 4.383 3.269
O -1.265 4.349 4.556
N -0.306 4.874 2.514
C 0.914 5.297 3.121
C -0.351 4.953 1.068
H -2.096 3.972 2.645
H 1.050 6.270 2.650
H 1.768 4.681 2.838
H 0.962 5.339 4.209
H 0.417 4.308 0.643
H -1.312 4.759 0.591
H -0.098 5.973 0.780
C -9.857 -2.590 0.546
O -10.005 -1.454 0.092
N -8.690 -3.271 0.566
C -7.392 -2.678 0.135
C -8.663 -4.719 0.778
H -10.712 -3.166 0.933
H -7.525 -1.650 -0.203
H -7.089 -3.385 -0.637
H -6.766 -2.570 1.020
H -9.573 -5.054 1.274
H -8.504 -5.196 -0.189
H -7.821 -4.967 1.424
C 2.477 -0.260 -6.706
O 2.273 -1.459 -6.979
N 3.692 0.335 -6.795
C 3.990 1.623 -6.328
C 4.838 -0.336 -7.284
H 1.699 0.439 -6.363
H 4.226 2.371 -7.085
H 4.805 1.558 -5.607
H 3.154 2.053 -5.777
H 5.134 0.253 -8.153
H 5.604 -0.359 -6.510
H 4.802 -1.405 -7.491
C 1.644 -2.448 5.392
O 0.810 -2.841 4.574
N 2.130 -1.178 5.462
C 1.608 0.017 4.698
C 3.179 -0.854 6.419
H 2.101 -3.123 6.132
H 0.967 -0.124 3.828
H 2.536 0.475 4.355
H 1.211 0.723 5.428
H 4.078 -0.476 5.932
H 2.964 -0.056 7.130
H 3.532 -1.714 6.988
C 3.320 0.459 -0.785
O 3.805 1.500 -0.391
N 3.777 -0.777 -0.511
C 3.351 -1.944 -1.213
C 4.880 -1.015 0.506
H 2.703 0.471 -1.697
H 2.484 -2.405 -0.740
H 4.157 -2.671 -1.314
H 3.043 -1.716 -2.234
H 4.492 -1.603 1.337
H 5.820 -1.405 0.115
H 5.198 -0.079 0.965

(2)
102
Properties=species:S:1:pos:R:3 method="wB97M-V/def2-TZVPD" orbital_gap_ev=4.72 total_charge=+1 e_homo_ev=-10.18 spin_multiplicity=1
C -9.858 -27.204 40.753
N -9.135 -26.942 39.508
C -8.764 -25.670 39.195
C -8.083 -25.394 38.027
C -7.841 -26.353 37.037
C -8.224 -27.637 37.420
C -8.914 -27.891 38.587
C -7.062 -26.065 35.803
C -5.976 -26.764 35.370
C -5.253 -26.410 34.248
N -5.666 -25.337 33.518
C -6.787 -24.673 33.845
C -7.533 -25.030 34.983
C -5.042 -25.173 32.166
H -9.928 -28.281 40.883
H -10.829 -26.722 40.660
H -9.266 -26.793 41.569
H -8.910 -24.935 39.974
H -7.757 -24.384 37.814
H -8.140 -28.439 36.698
H -9.361 -28.866 38.714
H -5.667 -27.700 35.819
H -4.310 -26.883 34.018
H -7.139 -23.893 33.179
H -8.454 -24.525 35.234
H -3.984 -25.395 32.285
H -5.244 -24.165 31.810
H -5.513 -25.873 31.479
C -9.799 -24.140 32.483
C -8.539 -24.276 31.573
O -7.500 -24.855 32.024
O -8.442 -23.790 30.431
H -9.680 -23.447 33.320
H -10.006 -25.057 33.038
H -10.685 -23.796 31.954
O -11.827 -22.080 27.425
C -10.922 -22.260 28.218
N -10.264 -23.430 28.314
C -10.532 -21.181 29.234
H -10.546 -24.123 27.639
H -9.506 -23.594 28.982
H -10.684 -21.654 30.208
H -11.161 -20.298 29.151
H -9.484 -20.884 29.247
O -10.068 -27.033 32.160
C -9.002 -27.538 32.471
N -7.879 -26.939 32.026
C -8.900 -28.736 33.380
H -8.056 -26.115 31.455
H -7.071 -27.524 31.881
H -7.875 -28.888 33.725
H -9.273 -29.562 32.777
H -9.395 -28.531 34.329
O -5.256 -21.895 33.049
C -5.440 -20.773 32.588
N -6.104 -20.667 31.421
C -5.007 -19.570 33.378
H -6.226 -21.455 30.802
H -6.655 -19.872 31.139
H -5.321 -19.738 34.406
H -5.571 -18.683 33.087
H -3.937 -19.488 33.201
O -4.808 -20.797 29.642
C -5.659 -21.676 29.568
N -6.899 -21.504 30.042
C -5.340 -23.041 28.993
H -7.074 -20.515 30.161
H -7.510 -22.182 30.482
H -6.233 -23.491 28.562
H -4.795 -23.528 29.802
H -4.668 -22.939 28.141
O -14.240 -26.290 29.927
C -13.086 -26.284 30.342
N -12.648 -27.200 31.223
C -12.027 -25.275 29.978
H -11.680 -27.009 31.441
H -13.321 -27.769 31.708
H -12.234 -25.091 28.925
H -10.986 -25.556 30.134
H -12.175 -24.331 30.501
N -9.143 -17.724 35.018
C -10.371 -17.313 34.572
C -11.163 -17.956 33.644
C -10.639 -19.160 33.178
C -9.433 -19.633 33.625
C -8.710 -18.906 34.527
H -10.776 -16.428 35.044
H -12.126 -17.568 33.348
H -11.218 -19.712 32.450
H -9.207 -20.572 33.135
H -7.713 -19.156 34.868
C -5.992 -26.838 29.716
C -7.390 -26.795 29.041
O -7.471 -28.043 28.415
S -6.092 -28.238 27.566
O -6.113 -27.297 26.488
O -5.779 -29.628 27.288
O -5.164 -27.651 28.829
H -6.228 -27.280 30.682
H -5.558 -25.845 29.642
H -7.362 -26.017 28.277
H -8.087 -26.629 29.858

(3)
106
Properties=species:S:1:pos:R:3 method="wB97M-V/def2-TZVPD" orbital_gap_ev=8.10 e_homo_ev=-8.09 spin_multiplicity=1
C 2.740 -3.815 0.474
C 3.455 -4.180 1.805
C 2.407 -4.519 2.863
C 4.259 -5.440 1.481
C 5.531 -5.299 0.648
C 6.446 -4.234 1.255
C 5.684 -2.883 1.651
C 6.608 -2.203 2.665
C 5.593 -1.959 0.421
N 4.427 -3.194 2.369
O 3.681 -1.995 2.548
H 2.035 -4.545 0.076
H 2.275 -2.859 0.715
H 3.336 -3.621 -0.418
H 1.882 -3.630 3.211
H 1.638 -5.220 2.536
H 2.920 -4.926 3.734
H 4.452 -5.991 2.402
H 3.713 -6.224 0.956
H 5.971 -6.270 0.420
H 5.458 -4.895 -0.362
H 7.334 -4.007 0.666
H 6.791 -4.768 2.140
H 7.556 -1.849 2.262
H 6.770 -2.827 3.545
H 6.068 -1.350 3.076
H 4.886 -1.149 0.601
H 5.259 -2.479 -0.476
H 6.508 -1.468 0.092
H 4.049 -1.574 3.329
C 4.466 5.244 0.161
C 4.150 5.752 -1.206
C 3.326 7.081 -1.171
C 5.534 6.185 -1.822
C 5.471 6.395 -3.322
C 4.909 5.070 -3.946
C 3.516 4.636 -3.505
C 2.551 5.596 -4.234
C 3.250 3.125 -3.913
N 3.403 4.778 -2.029
O 2.136 4.521 -1.461
H 4.959 5.959 0.819
H 3.575 4.790 0.595
H 5.200 4.439 0.125
H 2.337 6.943 -0.734
H 3.831 7.800 -0.525
H 3.176 7.548 -2.144
H 5.941 7.120 -1.437
H 6.376 5.543 -1.563
H 4.876 7.253 -3.636
H 6.422 6.663 -3.783
H 5.646 4.308 -3.688
H 4.888 5.143 -5.033
H 1.483 5.406 -4.131
H 2.794 5.754 -5.285
H 2.603 6.578 -3.763
H 4.067 2.444 -3.672
H 3.015 3.003 -4.970
H 2.311 2.741 -3.514
H 2.164 3.588 -1.238
O -4.064 -1.879 -4.361
C -3.824 -2.196 -5.734
C -2.472 -2.909 -6.009
O -2.616 -4.289 -5.868
H -4.890 -1.389 -4.351
H -4.594 -2.879 -6.093
H -3.840 -1.385 -6.462
H -1.681 -2.540 -5.356
H -1.944 -2.595 -6.910
H -2.979 -4.655 -6.678
O -2.693 0.172 6.410
C -3.142 1.186 7.358
C -4.671 1.311 7.236
O -5.501 0.219 7.623
H -1.747 0.136 6.569
H -2.790 0.937 8.359
H -2.672 2.153 7.180
H -4.847 1.538 6.184
H -4.995 2.194 7.788
H -5.575 -0.385 6.881
O -10.297 -0.731 0.212
C -10.204 0.652 -0.015
C -11.523 1.245 -0.483
O -11.689 0.788 -1.808
H -10.420 -1.061 -0.681
H -9.858 1.052 0.939
H -9.337 0.859 -0.641
H -11.433 2.331 -0.448
H -12.367 1.016 0.167
H -11.999 -0.115 -1.910
O -5.000 -6.244 -0.498
C -6.104 -6.032 0.408
C -5.676 -5.286 1.744
O -6.738 -4.807 2.537
H -4.797 -5.440 -0.981
H -6.943 -5.532 -0.077
H -6.446 -7.048 0.604
H -5.038 -4.429 1.527
H -4.997 -5.979 2.242
H -7.237 -4.359 1.851
O -3.752 0.577 1.409
H -3.537 0.128 0.591
H -3.381 0.020 2.093
O -2.851 4.830 1.658
H -1.899 4.884 1.571
H -3.048 3.899 1.562

(4)
67
Properties=species:S:1:pos:R:3 method="wB97M-V/def2-TZVPD" orbital_gap_ev=7.80 total_charge=+1 e_homo_ev=-11.90 spin_multiplicity=1
C 1.290 -0.360 0.193
C 0.106 0.266 0.092
C -0.989 -0.379 -0.712
C -2.233 0.427 -0.944
P -2.902 1.677 0.203
C -1.950 3.174 -0.315
C -4.560 1.974 -0.515
N -2.775 0.040 -2.052
C -2.000 -1.020 -2.740
P -2.572 -2.825 -2.505
O -1.290 -3.376 -1.635
Br -4.129 -2.576 -0.923
C -0.600 -0.664 -2.198
C -0.071 0.594 -2.893
O 1.329 0.502 -3.025
C 1.865 1.692 -3.569
O 2.047 2.709 -2.643
C 2.975 2.456 -1.597
C 2.538 3.251 -0.369
O 2.125 4.558 -0.739
H 1.729 -0.808 -0.697
H 1.813 -0.492 1.132
H -0.013 1.257 0.523
H -1.282 -1.313 -0.231
H -2.661 3.940 -0.621
H -1.371 3.548 0.528
H -1.270 2.981 -1.143
H -5.209 1.119 -0.330
H -4.967 2.876 -0.064
H -4.514 2.141 -1.596
H -3.651 0.381 -2.429
H -2.024 -0.857 -3.819
H -1.608 -3.694 -0.776
H 0.116 -1.479 -2.272
H -0.518 0.652 -3.895
H -0.325 1.504 -2.340
H 1.154 2.098 -4.296
H 2.783 1.432 -4.101
H 3.005 1.395 -1.335
H 3.983 2.765 -1.892
H 3.346 3.338 0.354
H 1.688 2.726 0.071
H 1.188 4.530 -0.969
C 0.875 -6.020 0.525
C 1.102 -5.087 -0.396
C 2.461 -4.533 -0.614
O 2.652 -3.670 -1.446
C 3.564 -5.064 0.224
C 3.340 -6.000 1.143
C 1.979 -6.553 1.369
O 1.771 -7.401 2.205
H -0.107 -6.441 0.708
H 0.327 -4.680 -1.029
H 4.546 -4.645 0.044
H 4.126 -6.402 1.768
C -0.892 3.268 3.937
C -1.462 2.960 5.098
C -1.136 1.691 5.803
O -1.656 1.406 6.855
C -0.145 0.786 5.161
C 0.423 1.099 4.000
C 0.092 2.361 3.299
O 0.611 2.643 2.235
H -1.111 4.187 3.406
H -2.182 3.605 5.585
H 0.079 -0.130 5.694
H 1.147 0.458 3.514

(5)
65
Properties=species:S:1:pos:R:3 method="wB97M-V/def2-TZVPD" orbital_gap_ev=9.53 e_homo_ev=-9.03 spin_multiplicity=1
O -0.288 2.138 -3.973
C -0.780 1.581 -3.089
O -1.088 2.294 -1.987
O -1.054 0.257 -3.140
C 0.206 -0.495 -3.102
C 0.235 -1.191 -1.732
C 1.621 -1.569 -1.255
F 2.572 -1.222 -2.079
F 1.887 -0.936 -0.113
F 1.743 -2.846 -0.989
H -2.036 2.166 -1.814
H 0.200 -1.182 -3.940
H 1.014 0.230 -3.138
H -0.138 -0.455 -1.022
H -0.462 -2.023 -1.687
C -5.791 -0.309 -4.597
C -4.831 0.854 -4.639
C -3.965 0.984 -5.868
O -4.761 1.645 -3.725
H -6.349 -0.284 -3.663
H -6.493 -0.244 -5.430
H -5.240 -1.250 -4.654
H -4.597 1.109 -6.749
H -3.337 0.098 -5.975
H -3.325 1.859 -5.768
C -0.144 -2.330 4.785
C 0.009 -2.870 3.387
C 1.297 -2.570 2.660
O -0.872 -3.522 2.865
H -1.117 -2.624 5.178
H 0.634 -2.737 5.430
H -0.084 -1.242 4.770
H 2.142 -2.987 3.207
H 1.421 -1.496 2.552
H 1.259 -3.023 1.669
C -4.243 -0.240 6.283
C -3.404 0.016 5.054
C -3.882 -0.580 3.754
O -2.389 0.673 5.111
H -3.781 0.245 7.141
H -5.244 0.170 6.143
H -4.306 -1.312 6.475
H -4.869 -0.186 3.502
H -3.929 -1.668 3.835
H -3.186 -0.318 2.959
C 3.935 0.803 5.665
C 3.458 -0.029 4.500
C 4.237 0.083 3.211
O 2.493 -0.753 4.594
H 3.288 0.628 6.523
H 4.956 0.524 5.930
H 3.899 1.863 5.407
H 5.271 -0.227 3.372
H 4.214 1.112 2.849
H 3.790 -0.564 2.458
C 2.824 2.777 -4.384
C 3.939 1.789 -4.612
C 5.260 2.338 -5.098
O 3.782 0.605 -4.415
H 1.942 2.249 -4.042
H 3.117 3.504 -3.624
H 2.583 3.293 -5.315
H 5.660 3.046 -4.370
H 5.127 2.835 -6.060
H 5.968 1.520 -5.219

(6)
14
Properties=species:S:1:pos:R:3 method="wB97M-V/def2-TZVPD" orbital_gap_ev=8.18 e_homo_ev=-8.75 spin_multiplicity=1
C 1.561 -0.338 -3.159
N 0.418 -0.274 -2.012
C 0.995 -0.707 -0.670
C 0.463 -0.866 0.578
C -0.479 0.156 1.015
O -0.347 1.159 -0.021
S -1.380 0.324 2.421
H 0.898 0.222 -4.043
H 2.638 0.343 -2.845
H 1.596 -1.623 -3.268
H -0.096 0.500 -1.897
H 1.642 -1.495 -0.929
H 0.771 -1.653 1.227
H -0.758 1.703 0.685